Model w:
ORCA calculation (wB97M-V/def2-TZVPD) on a cluster of 2 separate species, HI3OP in total.

```
! RIJCOSX wB97M-V def2-TZVPD def2/J DEFGRID3
* xyz 1 1
O -0.16 0.56 0.26
P -1.63 0.97 0.00
I -2.00 0.90 -2.39
I -1.95 3.01 1.15
I -4.11 -1.49 0.62
H 0.03 -0.43 0.09
*
```

Summary:
Kohn-Sham gap (spin up / spin down) in hartree: 0.216 / 0.239
LUMO energy (spin up / spin down) in eV: -7.9 / -7.0

***

Model x:
ORCA calculation (wB97M-V/def2-TZVPD) on a cluster of 2 separate species, HI3OP in total.

```
! RIJCOSX wB97M-V def2-TZVPD def2/J DEFGRID3
* xyz 1 1
O -0.87 0.43 -0.81
P -0.73 1.98 -0.67
I -2.97 2.55 -0.40
I -0.65 0.59 -4.12
I -0.92 -0.03 -6.59
H -0.22 -0.37 -0.77
*
```

Summary:
Kohn-Sham gap in hartree: 0.186
LUMO energy in eV: -7.3

***

Computed relative energies in units of eV: model w 0.330; model x 0.000

***

Model w:
ORCA calculation (wB97M-V/def2-TZVPD) on the molecule C4H10N2OS.

```
! RIJCOSX wB97M-V def2-TZVPD def2/J DEFGRID3
* xyz 0 1
C -1.07 -2.39 -1.29
C 0.31 1.35 1.12
C 0.89 -0.12 1.43
C 0.28 1.66 -0.38
N 0.25 -1.09 0.65
N -0.60 0.74 -1.04
O 1.16 -0.88 -1.71
S -0.07 -0.88 -0.97
H -1.25 -2.25 -2.36
H -2.03 -2.50 -0.73
H -0.71 1.45 1.60
H 1.10 1.86 1.53
H 1.98 0.00 1.22
H 0.81 -0.41 2.42
H -0.12 2.74 -0.44
H 1.28 1.43 -0.86
H -0.60 -1.62 0.86
H -1.58 0.91 -1.02
*
```

Summary:
Kohn-Sham gap in hartree: 0.325
LUMO energy in eV: 0.6

***

Model x:
ORCA calculation (wB97M-V/def2-TZVPD) on a cluster of 2 separate species, C4H10N2OS in total.

```
! RIJCOSX wB97M-V def2-TZVPD def2/J DEFGRID3
* xyz 0 1
N -0.19 -1.90 1.11
C 0.07 0.56 0.47
C 1.04 0.99 -0.57
S 2.82 0.38 -0.23
C -0.91 -0.35 -0.12
N -2.29 -0.37 0.45
C -2.72 1.05 0.38
O -0.87 -0.50 -1.39
H 2.43 -0.76 0.40
H 0.17 -2.44 0.28
H 0.31 -2.46 1.80
H 0.41 0.23 1.40
H 1.16 2.09 -0.81
H 0.83 0.35 -1.48
H -2.81 -1.02 -0.13
H -3.78 1.14 0.52
H -2.23 1.47 1.29
H -2.29 1.68 -0.41
*
```

Summary:
Kohn-Sham gap in hartree: 0.227
LUMO energy in eV: -2.7

***

Model y:
ORCA calculation (wB97M-V/def2-TZVPD) on the molecule C4H10N2OS.

```
! RIJCOSX wB97M-V def2-TZVPD def2/J DEFGRID3
* xyz 0 1
C -1.30 1.53 0.29
C -2.30 0.53 -0.20
C -0.97 0.09 0.41
C 0.50 -2.20 0.10
N 1.78 0.25 0.69
N 2.75 0.99 0.10
O 0.90 -0.01 -1.72
S 0.70 -0.38 -0.20
H -0.67 1.90 -0.64
H -1.42 2.11 1.20
H -3.22 0.38 0.36
H -2.44 0.51 -1.26
H -1.20 -0.63 1.15
H 0.63 -2.37 1.19
H -0.46 -2.51 -0.19
H 1.25 -2.73 -0.41
H 3.11 0.54 -0.78
H 2.37 2.01 -0.08
*
```

Summary:
Kohn-Sham gap in hartree: 0.319
LUMO energy in eV: 0.7

***

Model z:
ORCA calculation (wB97M-V/def2-TZVPD) on a cluster of 2 separate species, C4H10N2OS in total.

```
! RIJCOSX wB97M-V def2-TZVPD def2/J DEFGRID3
* xyz 0 1
C 2.57 -0.62 0.33
C 2.38 0.37 -0.75
C 1.57 0.53 0.59
C 0.01 0.28 0.33
N -0.48 -0.78 1.31
N -4.07 0.60 -1.76
O -5.06 -0.29 0.34
S -3.94 0.32 -0.32
H 2.15 -1.64 -0.05
H 3.43 -0.62 1.02
H 3.02 1.16 -1.19
H 1.80 -0.04 -1.52
H 1.78 1.26 1.41
H -0.02 -0.25 -0.69
H -0.55 1.20 0.37
H -0.11 -1.65 0.81
H 0.26 -0.58 2.23
H -4.72 0.74 -2.47
*
```

Summary:
Kohn-Sham gap in hartree: 0.332
LUMO energy in eV: -0.1

***

Computed relative energies in units of eV: model w 0.621; model x 2.891; model y 1.857; model z 0.000

***

Model w:
ORCA calculation (wB97M-V/def2-TZVPD) on a cluster of 2 separate species, C12H16N2O in total.

```
! RIJCOSX wB97M-V def2-TZVPD def2/J DEFGRID3
* xyz 0 1
C 4.76 -1.55 -1.35
C 1.44 -0.98 0.32
C 2.22 -1.11 -0.86
C 3.56 -1.35 -0.45
C 3.57 -1.35 0.90
C -0.51 -0.62 -0.98
C 0.08 -0.72 0.26
C 0.23 -0.77 -2.16
C 1.59 -1.01 -2.11
N 2.29 -1.12 1.38
H -1.54 -0.45 -1.11
H -0.49 -0.58 1.18
H -0.18 -0.74 -3.15
H 2.14 -1.09 -3.02
H 2.06 -1.07 2.34
H 4.48 -1.51 1.55
H 4.54 -2.29 -2.12
H 5.61 -1.91 -0.75
H 4.97 -0.56 -1.84
C -3.14 1.87 0.36
C -4.01 0.69 -0.06
C -2.89 1.87 1.86
O -2.39 0.92 2.40
N -3.24 2.96 2.51
H -2.15 1.86 -0.18
H -3.63 2.80 0.06
H -4.91 0.64 0.54
H -3.50 -0.24 0.14
H -3.08 2.97 3.53
H -3.56 3.81 2.00
H -4.32 0.64 -1.18
*
```

Summary:
Kohn-Sham gap in hartree: 0.312
LUMO energy in eV: 0.8

***

Model x:
ORCA calculation (wB97M-V/def2-TZVPD) on a cluster of 2 separate species, C12H16N2O in total.

```
! RIJCOSX wB97M-V def2-TZVPD def2/J DEFGRID3
* xyz 0 1
C -2.97 -0.23 -1.30
C -0.86 1.06 -0.56
C -1.56 0.15 -1.38
C 0.34 1.42 -1.19
C -0.65 -0.08 -2.47
C -0.43 2.53 1.08
C 0.86 2.92 0.59
C -1.33 1.56 0.64
C 1.19 2.39 -0.59
N 0.43 0.77 -2.38
H -0.85 2.92 1.97
H 1.24 3.92 0.93
H -2.22 1.48 1.21
H 2.22 2.53 -0.99
H -3.41 0.11 -0.36
H -2.97 -1.35 -1.47
H -0.74 -0.63 -3.37
H 1.47 0.47 -2.67
H -3.67 0.21 -1.98
C 1.75 -2.19 0.97
C 1.20 -1.88 -0.50
C 0.68 -2.08 1.99
O -0.23 -2.81 2.03
N 0.69 -1.02 2.95
H 2.16 -3.16 1.04
H 2.65 -1.62 1.11
H 0.52 -2.84 -0.73
H 2.07 -1.66 -1.13
H 0.12 -1.45 3.80
H 1.63 -0.58 3.22
H 0.68 -0.87 -0.46
*
```

Summary:
Kohn-Sham gap in hartree: 0.312
LUMO energy in eV: 0.7

***

Computed relative energies in units of eV: model w 0.000; model x 2.705

***

Model w:
ORCA calculation (wB97M-V/def2-TZVPD) on the molecule C3H4N2O2.

```
! RIJCOSX wB97M-V def2-TZVPD def2/J DEFGRID3
* xyz 0 1
C 1.37 -0.05 -1.09
C -0.11 0.57 -0.52
C -0.54 0.15 0.90
N -0.78 1.39 -1.17
N -0.41 -1.17 1.05
O 1.69 -1.15 -0.72
O -1.03 1.03 1.64
H 1.93 0.64 -1.58
H -1.58 1.84 -0.61
H -0.05 -1.58 0.15
H -0.48 -1.67 1.97
*
```

Summary:
Kohn-Sham gap in hartree: 0.340
LUMO energy in eV: -0.3

***

Model x:
ORCA calculation (wB97M-V/def2-TZVPD) on a structure of composition C3H4N2O2.

```
! RIJCOSX wB97M-V def2-TZVPD def2/J DEFGRID3
* xyz 0 1
C 1.96 -0.29 -0.05
C 0.49 -0.09 0.07
C -1.55 -0.06 0.04
H 2.09 -1.34 -0.16
H 2.37 0.34 -0.82
H 2.44 0.02 0.89
H -3.38 0.38 -0.08
N -0.50 -0.91 0.10
N -1.24 1.20 0.07
O -2.82 -0.44 -0.05
O 0.14 1.19 0.00
*
```

Summary:
Kohn-Sham gap in hartree: 0.393
LUMO energy in eV: 0.8

***

Model y:
ORCA calculation (wB97M-V/def2-TZVPD) on the molecule C3H4N2O2.

```
! RIJCOSX wB97M-V def2-TZVPD def2/J DEFGRID3
* xyz 0 1
N 1.40 -0.83 1.38
C 0.38 -0.70 0.42
C 0.19 -1.40 -0.73
O -0.90 -0.52 -1.36
C -1.03 0.53 -0.66
O -1.42 1.66 -1.22
N -0.45 0.46 0.53
H 1.93 0.04 1.41
H 2.04 -1.53 1.00
H -1.42 1.48 -2.17
H -0.88 0.78 1.39
*
```

Summary:
Kohn-Sham gap in hartree: 0.297
LUMO energy in eV: 0.2

***

Computed relative energies in units of eV: model w 0.461; model x 0.000; model y 2.288

***

Model w:
ORCA calculation (wB97M-V/def2-TZVPD) on the molecule C3H4N2O2.

```
! RIJCOSX wB97M-V def2-TZVPD def2/J DEFGRID3
* xyz 0 1
C 1.79 -0.32 -0.01
C 0.47 0.30 -0.14
C -1.63 0.27 -0.03
H 1.85 -0.52 1.08
H 1.97 -1.27 -0.53
H 2.67 0.34 -0.23
H -2.70 -1.21 0.08
N 0.17 1.56 -0.10
N -1.18 1.61 0.02
O -2.85 -0.27 -0.05
O -0.55 -0.50 -0.10
*
```

Summary:
Kohn-Sham gap in hartree: 0.344
LUMO energy in eV: 0.3

***

Model x:
ORCA calculation (wB97M-V/def2-TZVPD) on the molecule C3H4N2O2.

```
! RIJCOSX wB97M-V def2-TZVPD def2/J DEFGRID3
* xyz 0 1
C -0.06 1.07 0.29
C -1.49 -0.52 -0.33
C 1.59 -0.50 -0.33
H -0.21 0.44 1.31
H -0.15 2.22 0.66
H -2.53 -0.78 -0.09
H 2.73 -0.62 -0.42
N -0.63 -1.47 -0.05
N 0.73 -1.41 -0.05
O -1.15 0.73 -0.58
O 1.18 0.85 -0.41
*
```

Summary:
Kohn-Sham gap in hartree: 0.341
LUMO energy in eV: 0.3

***

Computed relative energies in units of eV: model w 0.000; model x 2.252

***

Model w:
ORCA calculation (wB97M-V/def2-TZVPD) on a cluster of 3 separate species, C4H14NO2 in total.

```
! RIJCOSX wB97M-V def2-TZVPD def2/J DEFGRID3
* xyz 1 1
C 0.57 -1.30 0.28
N -0.15 -0.24 -0.54
C 0.77 0.96 -0.48
C 1.21 0.98 0.97
C 1.34 -0.51 1.34
H -0.22 -1.91 0.70
H 1.17 -1.87 -0.43
H -1.07 -0.05 -0.13
H -0.24 -0.46 -1.53
H 0.20 1.81 -0.85
H 1.62 0.73 -1.11
H 2.14 1.53 1.14
H 0.48 1.50 1.59
H 0.95 -0.70 2.33
H 2.38 -0.82 1.34
H -2.08 -0.48 2.29
H -2.96 -1.55 1.75
O -2.23 -0.98 1.47
H -0.95 0.89 -4.02
H -1.93 1.34 -3.02
O -0.98 1.13 -3.08
*
```

Summary:
Kohn-Sham gap in hartree: 0.470
LUMO energy in eV: -2.9

***

Model x:
ORCA calculation (wB97M-V/def2-TZVPD) on a cluster of 2 separate species, C4H14NO2 in total.

```
! RIJCOSX wB97M-V def2-TZVPD def2/J DEFGRID3
* xyz 1 1
O 1.54 -1.21 0.01
C 1.63 -0.14 0.94
C 0.38 0.76 0.79
N -0.56 0.06 -0.18
C -1.95 0.59 -0.24
C -0.27 1.06 2.13
H 2.05 -1.96 0.33
H 2.52 0.45 0.76
H 1.71 -0.54 1.95
H 0.65 1.68 0.29
H -0.15 0.18 -1.13
H -0.44 -0.95 -0.10
H -2.52 0.00 -0.94
H -1.89 1.59 -0.67
H -2.40 0.57 0.74
H 0.53 1.40 2.78
H -1.01 1.84 2.02
H -0.67 0.15 2.58
H -0.31 -1.70 -3.08
H -0.68 -0.33 -3.63
O -0.47 -0.79 -2.80
*
```

Summary:
Kohn-Sham gap in hartree: 0.440
LUMO energy in eV: -2.8

***

Model y:
ORCA calculation (wB97M-V/def2-TZVPD) on a cluster of 3 separate species, C4H14NO2 in total.

```
! RIJCOSX wB97M-V def2-TZVPD def2/J DEFGRID3
* xyz 1 1
C -0.03 0.99 0.42
N -0.58 0.78 -0.97
C 0.49 0.14 -1.87
C 1.61 -0.19 -0.92
C 1.47 0.87 0.19
H -0.21 2.00 0.71
H -0.38 0.23 1.11
H -0.79 1.71 -1.33
H -1.48 0.31 -1.09
H 0.75 0.83 -2.67
H -0.04 -0.67 -2.37
H 1.57 -1.22 -0.57
H 2.59 -0.10 -1.37
H 1.91 1.79 -0.19
H 2.02 0.50 1.05
H -1.91 -1.84 0.55
H -2.25 -2.43 -0.83
O -1.82 -1.68 -0.40
H -1.74 -0.44 3.61
H -0.31 -1.10 3.73
O -0.85 -0.49 3.22
*
```

Summary:
Kohn-Sham gap in hartree: 0.449
LUMO energy in eV: -2.9

***

Model z:
ORCA calculation (wB97M-V/def2-TZVPD) on a cluster of 3 separate species, C4H14NO2 in total.

```
! RIJCOSX wB97M-V def2-TZVPD def2/J DEFGRID3
* xyz 1 1
C -0.31 1.10 0.12
N -0.07 -0.50 0.22
C 1.01 -0.84 -0.73
C 1.51 0.53 -1.26
C 0.34 1.48 -1.19
H 0.27 1.38 0.99
H -1.37 1.16 0.34
H 0.15 -0.81 1.17
H -1.01 -0.89 0.01
H 1.89 -1.40 -0.38
H 0.84 -1.54 -1.54
H 1.82 0.38 -2.30
H 2.41 0.85 -0.73
H 0.63 2.53 -1.14
H -0.40 1.31 -1.96
H -0.47 -0.49 4.03
H 0.34 0.69 3.50
O 0.38 -0.26 3.64
H -2.29 -2.23 -1.21
H -3.27 -1.11 -0.64
O -2.40 -1.33 -0.95
*
```

Summary:
Kohn-Sham gap in hartree: 0.454
LUMO energy in eV: -3.0

***

Computed relative energies in units of eV: model w 0.000; model x 0.544; model y 0.252; model z 0.737

***

Model w:
ORCA calculation (wB97M-V/def2-TZVPD) on a cluster of 3 separate species, C4H14NO2 in total.

```
! RIJCOSX wB97M-V def2-TZVPD def2/J DEFGRID3
* xyz 1 1
C -1.68 0.95 2.41
C -1.41 -0.35 1.63
C -0.81 -0.17 0.27
C -1.31 -0.74 -0.80
N -0.49 -0.84 -2.06
H -0.84 1.58 2.68
H -2.34 1.57 1.80
H -2.15 0.65 3.34
H -0.83 -1.05 2.24
H -2.40 -0.81 1.51
H 0.10 0.42 0.25
H -2.26 -1.23 -0.85
H -0.56 0.10 -2.47
H -0.90 -1.52 -2.71
H 0.51 -1.02 -1.85
H 2.19 0.00 -0.86
H 3.07 -0.92 -1.65
O 2.14 -0.81 -1.39
H 2.28 2.47 0.18
H 3.06 1.40 1.01
O 2.38 1.53 0.35
*
```

Summary:
Kohn-Sham gap in hartree: 0.406
LUMO energy in eV: -3.0

***

Model x:
ORCA calculation (wB97M-V/def2-TZVPD) on a cluster of 2 separate species, C4H14NO2 in total.

```
! RIJCOSX wB97M-V def2-TZVPD def2/J DEFGRID3
* xyz 1 1
C -1.39 0.91 0.26
O -1.32 0.80 1.70
C -0.25 0.09 -0.16
C -0.24 -0.39 -1.56
C 1.20 -1.11 -2.02
N 1.08 1.07 -0.03
H -2.31 0.45 -0.06
H -1.32 1.91 -0.24
H -1.95 1.32 2.24
H -0.03 -0.74 0.58
H -1.02 -1.10 -1.91
H -0.52 0.44 -2.24
H 1.96 -0.38 -1.80
H 1.40 -2.11 -1.52
H 1.03 -1.31 -3.09
H 1.52 1.29 -0.95
H 1.75 0.66 0.57
H 0.62 2.06 0.21
H -0.43 -0.76 2.80
H -0.04 -2.02 3.80
O 0.24 -1.08 3.42
*
```

Summary:
Kohn-Sham gap in hartree: 0.398
LUMO energy in eV: -3.4

***

Model y:
ORCA calculation (wB97M-V/def2-TZVPD) on a cluster of 2 separate species, C4H14NO2 in total.

```
! RIJCOSX wB97M-V def2-TZVPD def2/J DEFGRID3
* xyz 1 1
C 0.94 -1.66 0.24
C 0.62 -0.26 0.73
C 1.39 0.84 0.05
C 1.37 0.85 -1.48
O 0.85 2.07 0.54
N -0.92 0.07 0.60
H 2.02 -1.76 0.41
H 0.75 -1.82 -0.82
H 0.48 -2.40 0.88
H 0.67 -0.11 1.80
H 2.40 0.64 0.46
H 1.91 -0.04 -1.81
H 1.80 1.74 -1.91
H 0.32 0.70 -1.74
H 1.55 2.72 0.49
H -1.49 0.12 1.44
H -1.47 -0.55 0.00
H -0.88 1.03 0.23
H -4.07 -0.97 -0.78
H -4.52 -0.50 0.59
O -3.74 -0.72 0.08
*
```

Summary:
Kohn-Sham gap in hartree: 0.436
LUMO energy in eV: -3.0

***

Computed relative energies in units of eV: model w 0.405; model x 1.847; model y 0.000

***

Model w:
ORCA calculation (wB97M-V/def2-TZVPD) on the molecule C2H3FOS.

```
! RIJCOSX wB97M-V def2-TZVPD def2/J DEFGRID3
* xyz 0 1
C 0.49 -0.27 -0.14
C -0.96 -0.11 0.09
H 2.06 0.84 -0.15
H -0.98 0.59 1.02
H -1.53 0.63 -0.65
O 1.06 0.98 -0.07
F -1.64 -1.23 -0.10
S 1.50 -1.44 0.00
*
```

Summary:
Kohn-Sham gap in hartree: 0.345
LUMO energy in eV: 0.0

***

Model x:
ORCA calculation (wB97M-V/def2-TZVPD) on the molecule C2H3FOS.

```
! RIJCOSX wB97M-V def2-TZVPD def2/J DEFGRID3
* xyz 0 1
C 0.81 -0.09 0.56
C -0.19 0.64 -0.42
H -1.41 -1.43 0.42
H 0.49 1.00 -1.05
H -0.56 1.59 0.05
O 1.88 0.34 0.83
F -1.07 -0.23 -1.03
S 0.04 -1.81 0.63
*
```

Summary:
Kohn-Sham gap in hartree: 0.383
LUMO energy in eV: 0.6

***

Computed relative energies in units of eV: model w 0.000; model x 0.384